Entry from OMol25: an isolated ion of composition C5H13N4 and charge +1 at a distorted geometry (wB97M-V/def2-TZVPD).

Last column: Mulliken charge in e.
Cartesian coordinates (Å):
C1 -1.07833 2.53899 -0.73441  -0.93
N1 -1.46409 1.13057 -0.61648  -0.20
C2 -1.51789 0.66623 0.73107  -0.76
N2 -1.17455 -0.78325 0.90398  -0.12
C3 -0.04487 -1.29223 0.38001  0.14
N3 0.25918 -1.26610 -0.99193  -0.27
C4 1.72516 -0.96112 -1.01833  -0.43
C5 2.18584 -1.14003 0.45473  -0.43
N4 0.97575 -1.79733 1.05566  -0.19
H1 -0.03860 2.65472 -0.41762  0.30
H2 -1.15161 2.83818 -1.77767  0.33
H3 -1.69352 3.21076 -0.12422  0.35
H4 -2.33647 0.96511 -1.10103  0.23
H5 -0.78758 1.24191 1.30568  0.38
H6 -2.48972 0.77068 1.22290  0.42
H7 -1.82765 -1.36585 1.40430  0.33
H8 0.16642 -2.24330 -1.27494  0.35
H9 2.21820 -1.58846 -1.75473  0.36
H10 1.84910 0.08896 -1.27067  0.22
H11 2.21444 -0.15380 0.91630  0.29
H12 3.10377 -1.68695 0.64228  0.34
H13 0.90701 -1.82772 2.06512  0.30

## Properties
Frontier orbital gap ... 0.2972 Eh
Molar mass ... 129.2 Da
Energy relative to the best compared isomer or geometry (same formula, charge and spin) ... 179.2 kJ/mol
Charge ... +1
E_tot ... -11348.2549 eV